DFT (wB97M-V/def2-TZVPD) results for a cluster of 3 separate species, C5H18NO2 in total at a distorted geometry.

Results
- Energy above the lowest of the compared OMol25 structures with the same formula, charge and spin: 0.879 eV
- E_HOMO: -0.532 hartree
- Molar mass: 124.2 u

```
! wB97M-V def2-TZVPD RIJCOSX def2/J DEFGRID3
* xyz 1 1
C 0.888 0.661 0.125
C -0.361 0.259 0.923
C -1.587 1.126 0.698
C -2.572 0.545 -0.346
C -3.666 -0.296 0.273
N 1.101 -0.366 -1.003
H 1.749 0.684 0.765
H 0.766 1.553 -0.467
H -0.597 -0.804 0.821
H -0.067 0.296 1.972
H -2.183 1.184 1.616
H -1.410 2.194 0.577
H -2.969 1.311 -1.018
H -2.042 -0.092 -1.043
H -4.247 0.155 1.077
H -3.260 -1.279 0.522
H -4.422 -0.502 -0.440
H 0.206 -0.518 -1.467
H 1.826 0.066 -1.575
H 1.427 -1.245 -0.606
H 3.812 2.435 -1.658
H 4.359 1.102 -1.298
O 3.628 1.692 -1.069
H 2.964 -3.903 0.316
H 3.547 -3.211 1.571
O 3.110 -3.049 0.733
*
```

***

DFT (wB97M-V/def2-TZVPD) results for a structure of composition C5H18NSi2 at a distorted geometry.

Results
- Energy above the lowest of the compared OMol25 structures with the same formula, charge and spin: 2.126 eV
- E_HOMO: -0.514 hartree
- Molar mass: 148.4 u

```
! wB97M-V def2-TZVPD RIJCOSX def2/J DEFGRID3
* xyz 1 1
C 1.404 2.573 -0.016
C -1.287 2.562 -1.602
C -0.840 -2.677 1.624
C 1.981 -1.000 1.489
C -0.471 -0.238 -0.211
N -0.343 -1.252 -1.295
Si 0.267 1.471 -0.931
Si -0.056 -0.954 1.456
H 1.125 3.610 0.004
H 1.347 2.164 1.042
H 2.455 2.550 -0.319
H -1.998 2.882 -0.780
H -0.791 3.363 -2.221
H -1.955 2.179 -2.243
H -0.229 -3.571 1.383
H -1.248 -2.976 2.671
H -1.795 -2.708 1.103
H 2.318 -0.472 2.400
H 2.393 -1.924 1.618
H 2.346 -0.636 0.609
H -1.859 0.031 -0.276
H -0.293 -0.940 -2.301
H -1.015 -1.921 -1.068
H 0.599 -1.740 -1.264
H 0.885 1.051 -2.151
H -0.675 -0.226 2.624
*
```

***

DFT (wB97M-V/def2-TZVPD) results for a cluster of 4 separate species, C5H19N2O4 in total at a distorted geometry.

Results
- Energy above the lowest of the compared OMol25 structures with the same formula, charge and spin: 2.638 eV
- E_HOMO: -0.159 hartree
- Molar mass: 171.2 u

```
! wB97M-V def2-TZVPD RIJCOSX def2/J DEFGRID3
* xyz -1 1
C 0.175 -1.361 -1.573
O -1.143 -1.456 -1.574
C 0.669 -1.404 -0.068
C -0.198 -0.470 0.686
C 0.414 0.985 0.772
C 1.350 2.083 -1.402
N 0.290 1.933 -0.335
N 0.408 -2.768 0.456
H 0.383 -0.353 -2.008
H 0.758 -2.008 -2.307
H 1.781 -1.192 0.071
H -0.454 -0.717 1.808
H -1.239 -0.461 0.422
H 1.463 0.860 1.038
H -0.008 1.545 1.674
H 1.297 3.079 -1.871
H 2.405 2.068 -1.063
H 1.146 1.508 -2.208
H -0.616 1.679 -0.758
H -0.629 -2.979 0.070
H 1.149 -3.215 0.114
H -2.303 1.655 0.495
H -1.629 3.046 0.961
O -2.196 2.305 1.216
H 0.755 -2.102 2.426
H 1.864 -1.220 2.814
O 1.424 -1.953 3.242
H -1.741 -0.184 -1.325
H -3.223 0.433 -0.711
O -2.351 0.664 -1.064
*
```

***

DFT (wB97M-V/def2-TZVPD) results for a cluster of 4 separate species, C5H19NO3 in total at a distorted geometry.

Results
- Energy above the lowest of the compared OMol25 structures with the same formula, charge and spin: 2.459 eV
- E_HOMO: -0.352 hartree
- SMILES: CCCCNC.O.O.O
- Molar mass: 141.2 u

```
! wB97M-V def2-TZVPD RIJCOSX def2/J DEFGRID3
* xyz 0 1
C 0.975 1.489 -2.295
C 1.398 1.997 -0.895
C 1.597 0.916 0.220
C 0.197 0.721 0.828
N 0.117 -0.507 1.638
C -0.337 -0.083 2.980
H 1.073 0.408 -2.315
H 1.376 2.035 -3.045
H -0.142 1.661 -2.623
H 2.423 2.369 -1.026
H 0.898 2.876 -0.581
H 2.120 0.042 -0.198
H 2.384 1.303 0.879
H -0.019 1.531 1.457
H -0.488 0.661 0.035
H 0.970 -0.857 1.692
H -1.446 -0.033 2.822
H 0.022 -0.642 3.855
H 0.085 0.873 3.163
O -0.478 -3.593 -1.854
H -0.991 -3.652 -1.046
H -0.194 -2.575 -1.708
O -2.196 -1.503 0.691
H -2.641 -2.216 1.071
H -1.338 -1.448 1.035
O -1.424 -0.518 -1.641
H -1.814 -1.092 -1.011
H -2.129 -0.165 -2.131
*
```

***

DFT (wB97M-V/def2-TZVPD) results for a cluster of 4 separate species, C5H19NO3 in total at a distorted geometry.

Results
- Energy above the lowest of the compared OMol25 structures with the same formula, charge and spin: 0.850 eV
- E_HOMO (spin up / spin down): -0.551 / -0.549 hartree
- Molar mass: 141.2 u

```
! wB97M-V def2-TZVPD RIJCOSX def2/J DEFGRID3
* xyz 1 2
C 2.261 -0.152 -0.870
C 1.231 -0.107 0.246
C 0.551 1.343 0.246
C 1.381 2.263 1.169
C -0.901 1.393 0.753
N 0.276 -1.149 -0.003
H 1.832 -0.433 -1.835
H 2.894 0.716 -1.045
H 2.970 -0.974 -0.720
H 1.643 -0.200 1.245
H 0.568 1.694 -0.786
H 2.195 1.734 1.665
H 0.778 2.696 1.966
H 1.745 3.103 0.578
H -1.562 0.753 0.156
H -0.872 1.141 1.808
H -1.383 2.353 0.579
H -0.008 -1.632 0.863
H -0.650 -0.949 -0.435
H -0.040 -0.978 -2.945
H -0.180 -2.026 -1.875
O -0.463 -1.819 -2.777
H -2.011 -2.081 1.186
H -2.042 -0.655 1.719
O -2.188 -1.570 1.983
H -3.073 -0.779 -0.858
H -2.339 -2.092 -1.397
O -2.615 -1.591 -0.619
*
```

***

DFT (wB97M-V/def2-TZVPD) results for a cluster of 4 separate species, C5H19NO4S in total at a distorted geometry.

Results
- Energy above the lowest of the compared OMol25 structures with the same formula, charge and spin: 1.455 eV
- E_HOMO: -0.327 hartree
- SMILES: C[C@@H](CCS)NCO.O.O.O
- Molar mass: 189.3 u

```
! wB97M-V def2-TZVPD RIJCOSX def2/J DEFGRID3
* xyz 0 1
C -1.394 -2.142 1.086
C -0.582 -0.932 0.635
C 0.608 -1.491 -0.224
C 1.313 -0.483 -1.164
S 3.093 -0.142 -0.620
N -1.392 0.205 0.198
C -2.419 -0.021 -0.796
O -1.853 -0.501 -2.019
H -2.269 -2.450 0.508
H -0.763 -3.034 1.014
H -1.858 -1.866 2.034
H -0.140 -0.525 1.553
H 0.357 -2.449 -0.687
H 1.400 -1.774 0.483
H 1.533 -1.049 -2.069
H 0.855 0.490 -1.192
H 2.684 0.450 0.476
H -0.734 0.905 -0.138
H -2.849 0.993 -0.896
H -3.186 -0.762 -0.566
H -1.036 -0.031 -2.208
O 0.980 2.334 0.488
H 1.514 2.604 -0.279
H 1.635 2.164 1.179
O 1.233 0.287 3.109
H 1.505 -0.188 3.896
H 0.349 0.572 3.355
O 0.781 3.168 -2.369
H -0.109 3.400 -2.093
H 0.742 2.268 -2.696
*
```

***

DFT (wB97M-V/def2-TZVPD) results for a cluster of 5 separate species, C5H19NO5S in total at a distorted geometry.

Results
- Energy above the lowest of the compared OMol25 structures with the same formula, charge and spin: 0.903 eV
- E_HOMO (spin up / spin down): 0.025 / -0.178 hartree
- Molar mass: 205.3 u

```
! wB97M-V def2-TZVPD RIJCOSX def2/J DEFGRID3
* xyz -1 2
C 0.868 0.478 1.187
C 0.474 0.161 2.594
S 1.614 -1.376 3.383
C 0.807 -0.655 0.232
N 1.726 -0.720 -0.757
C 1.854 0.414 -1.711
C 1.570 -1.956 -1.578
O -0.118 -1.483 0.212
H 1.862 0.917 1.181
H 0.218 1.257 0.824
H -0.558 -0.100 2.557
H 0.451 1.045 3.209
H 0.785 -2.182 2.687
H 2.927 0.772 -1.818
H 1.296 0.102 -2.589
H 1.475 1.323 -1.070
H 2.178 -2.020 -2.480
H 0.549 -2.201 -1.967
H 1.820 -2.739 -0.868
H -1.791 -1.423 1.187
H -3.037 -0.874 2.018
O -2.682 -1.048 1.171
H -1.942 -1.305 -1.423
H -2.189 -1.185 -3.033
O -2.102 -0.691 -2.217
H -2.027 0.647 -0.215
H -2.588 1.925 -0.669
O -1.750 1.549 -0.420
H 0.225 4.141 0.074
H -1.220 3.226 0.129
O -0.694 3.999 0.170
*
```

***

DFT (wB97M-V/def2-TZVPD) results for a cluster of 5 separate species, C5H19NO5S in total at a distorted geometry.

Results
- Energy above the lowest of the compared OMol25 structures with the same formula, charge and spin: 2.021 eV
- E_HOMO (spin up / spin down): 0.014 / -0.189 hartree
- Molar mass: 205.3 u

```
! wB97M-V def2-TZVPD RIJCOSX def2/J DEFGRID3
* xyz -1 2
O -1.717 3.402 0.102
C -0.689 2.992 -0.295
C -0.394 1.533 0.067
C 0.707 0.757 -0.662
C 0.589 -0.760 -0.300
S 2.064 -1.743 -0.180
C 3.464 -1.343 -1.219
N -1.562 0.671 -0.018
H 0.050 3.564 -0.796
H 0.048 1.562 1.095
H 1.696 1.197 -0.470
H 0.484 0.818 -1.815
H -0.318 -1.247 -0.902
H 0.172 -0.759 0.749
H 4.211 -0.798 -0.583
H 2.990 -1.159 -2.170
H 3.795 -2.341 -1.387
H -2.096 0.677 -0.921
H -2.124 0.463 0.759
H -1.714 -0.933 -3.320
H -0.573 0.134 -2.756
O -1.542 -0.048 -2.987
H -0.315 -2.036 3.769
H 0.161 -3.477 3.165
O -0.566 -2.894 3.437
H 1.936 1.618 4.010
H 1.084 1.383 2.663
O 1.150 1.098 3.604
H -2.972 -1.148 -0.996
H -4.090 -0.141 -0.674
O -3.928 -1.041 -0.970
*
```

***

DFT (wB97M-V/def2-TZVPD) results for an isolated molecule of C5H2 at a distorted geometry.

Results
- Energy above the lowest of the compared OMol25 structures with the same formula, charge and spin: 0.367 eV
- E_HOMO: -0.378 hartree
- Molar mass: 62.1 u

```
! wB97M-V def2-TZVPD RIJCOSX def2/J DEFGRID3
* xyz 0 1
C -2.763 0.238 -0.313
C -1.629 -0.123 0.102
C 1.660 0.901 0.023
C 0.787 0.055 -0.017
C -0.406 -0.668 0.059
H 2.553 1.430 -0.092
H -0.202 -1.833 0.238
*
```

***

Repeat the fourth record exactly.
DFT (wB97M-V/def2-TZVPD) results for a cluster of 4 separate species, C5H19NO3 in total at a distorted geometry.

Results
- Energy above the lowest of the compared OMol25 structures with the same formula, charge and spin: 2.459 eV
- E_HOMO: -0.352 hartree
- SMILES: CCCCNC.O.O.O
- Molar mass: 141.2 u

```
! wB97M-V def2-TZVPD RIJCOSX def2/J DEFGRID3
* xyz 0 1
C 0.975 1.489 -2.295
C 1.398 1.997 -0.895
C 1.597 0.916 0.220
C 0.197 0.721 0.828
N 0.117 -0.507 1.638
C -0.337 -0.083 2.980
H 1.073 0.408 -2.315
H 1.376 2.035 -3.045
H -0.142 1.661 -2.623
H 2.423 2.369 -1.026
H 0.898 2.876 -0.581
H 2.120 0.042 -0.198
H 2.384 1.303 0.879
H -0.019 1.531 1.457
H -0.488 0.661 0.035
H 0.970 -0.857 1.692
H -1.446 -0.033 2.822
H 0.022 -0.642 3.855
H 0.085 0.873 3.163
O -0.478 -3.593 -1.854
H -0.991 -3.652 -1.046
H -0.194 -2.575 -1.708
O -2.196 -1.503 0.691
H -2.641 -2.216 1.071
H -1.338 -1.448 1.035
O -1.424 -0.518 -1.641
H -1.814 -1.092 -1.011
H -2.129 -0.165 -2.131
*
```